(1)
Formula: C21H25FN2O4S
Source: the OMol25 dataset
Level of theory: ωB97M-V/def2-TZVPD

## Properties
* F_max: 1.43 eV/A
* structure (SMILES): CCOc1ccc(S(=O)(=O)N(CC(=O)NC2CCCC2)c2ccc(F)cc2)cc1
* energy: -1723.749950 hartree
* E_HOMO: -8.431 eV
* energy relative to the best compared isomer or geometry (same formula, charge and spin): 8.93 kcal per mole
* HOMO-LUMO gap: 8.815 eV
* LUMO energy: 0.4 eV

```
! RIJCOSX wB97M-V def2-TZVPD def2/J DEFGRID3
* xyz 0 1
C 4.514 -1.316 1.344
H -6.433 -0.211 2.271
C -6.452 -0.827 0.210
O 0.168 -2.811 -1.736
H 1.185 0.647 -0.340
H 4.824 -2.963 -1.591
C 2.968 -2.351 -0.712
H -6.433 -1.747 -0.386
N 1.094 1.164 0.526
C -6.386 -1.136 1.702
N 0.945 -1.610 0.381
C 1.597 2.524 0.496
C 3.137 -1.191 1.386
H 1.477 3.644 -2.681
C -3.231 0.605 -0.724
C -2.419 -2.032 -0.483
C 3.081 2.533 0.079
C 2.345 -1.706 0.357
H -0.175 3.099 -0.648
H 5.126 -0.918 2.138
H 2.697 -0.685 2.229
H -5.462 -1.648 1.957
O 0.826 -0.452 -1.880
H 1.379 1.949 -2.190
H 2.370 -2.764 -1.505
C 3.115 2.971 -1.396
F 6.450 -2.060 0.222
C -1.912 0.277 -0.938
C 5.104 -1.948 0.268
C 0.315 -0.928 1.484
H 3.739 2.315 -1.999
C -1.508 -1.042 -0.802
O 0.537 1.117 2.718
H 1.002 4.393 -0.392
H -1.188 1.022 -1.222
H -2.076 -3.052 -0.416
H -4.438 -2.495 -0.015
C 1.657 2.952 -1.860
C 0.667 0.565 1.644
H 0.567 -1.436 2.421
H 1.435 2.931 1.496
H -7.377 -0.290 -0.017
H -7.226 -1.764 1.982
C -3.745 -1.708 -0.262
H -0.766 -1.005 1.355
O -5.427 0.060 -0.207
C 0.888 3.328 -0.597
H 3.649 3.219 0.705
C 4.343 -2.469 -0.763
C -4.166 -0.381 -0.376
H -3.578 1.621 -0.824
S 0.179 -1.509 -1.144
H 3.514 3.983 -1.475
H 3.505 1.537 0.208
*
```

Here are the Löwdin charges for atoms 1 to 5, given in e:
1 C 0.000
2 H 0.082
3 C -0.234
4 O -0.269
5 H 0.090

(2)
Formula: C36H26NO5P2STi
Source: the OMol25 dataset
Level of theory: ωB97M-V/def2-TZVPD

## Properties
* F_max: 0.40 eV/A
* energy: -3748.875236 hartree
* E_HOMO (spin up / spin down): -0.519 / -0.302 eV
* energy relative to the best compared isomer or geometry (same formula, charge and spin): 0.00 kcal per mole
* HOMO-LUMO gap (spin up / spin down): 4.751 / 4.534 eV
* LUMO energy (spin up / spin down): 4.2 / 4.2 eV

```
! RIJCOSX wB97M-V def2-TZVPD def2/J DEFGRID3
* xyz -2 2
H -0.447 0.907 -3.262
H -0.098 -5.844 -1.546
C 3.284 -3.527 0.838
C 3.036 -3.304 2.187
C -1.551 -2.912 -2.428
C -3.236 1.127 -5.165
H -1.214 1.804 -5.425
H -0.043 0.969 4.024
O 1.792 4.019 -3.087
C 2.437 -2.122 2.601
H -1.662 -2.341 4.139
C 0.637 3.920 -2.698
C -1.907 1.263 -4.792
C 4.375 1.887 4.276
C -4.128 0.477 -4.324
C -1.248 -2.150 -1.301
C 2.924 -2.563 -0.091
H 3.091 -2.732 -1.148
C -1.475 0.756 -3.576
H -2.108 -2.463 -3.242
O -1.979 2.588 -0.657
H -3.582 1.554 -6.098
C -0.506 -2.731 -0.268
C 4.737 3.015 3.548
C -3.194 -0.550 0.017
H 4.301 4.239 1.837
C -1.140 -4.236 -2.515
S -0.247 3.922 3.174
O -0.562 5.287 -4.317
C -2.822 -1.852 2.272
H -5.171 0.388 -4.601
H 2.390 2.845 1.101
H -3.859 -1.357 -0.299
C 4.034 3.354 2.401
C -2.621 -0.818 1.375
C 0.160 0.022 3.516
C 2.967 2.572 1.979
H 2.249 -1.971 3.657
C -0.403 2.820 1.993
C -1.826 -1.707 3.279
H 0.644 -0.658 4.219
C 2.313 -1.389 0.328
H 3.743 -4.454 0.515
O -2.953 4.395 -2.849
C -0.105 -4.057 -0.355
C 3.317 1.100 3.846
Ti -0.579 1.562 0.648
H -0.229 -2.142 0.599
C 2.068 -1.145 1.678
C -2.363 0.104 -2.720
N -1.570 -0.047 1.781
H 3.306 -4.057 2.920
C 0.114 3.126 -1.592
H 0.473 -4.487 0.454
C -0.570 4.565 -3.341
C -3.693 -0.031 -3.107
C 2.609 1.434 2.695
C -0.422 -4.812 -1.476
O 0.767 2.338 -0.819
P 1.205 0.458 2.059
H -4.402 -0.514 -2.445
C -1.082 -0.592 2.932
C -1.296 3.243 -1.511
H -3.731 0.401 -0.032
H 3.040 0.218 4.414
H 4.914 1.626 5.179
H -3.565 -2.633 2.190
H 5.561 3.633 3.884
P -1.716 -0.391 -1.093
H 1.995 -0.649 -0.401
C -1.797 4.116 -2.576
H -1.379 -4.817 -3.398
*
```

Here are the Löwdin charges for atoms 1 to 5, given in e:
1 H 0.111
2 H 0.089
3 C -0.121
4 C -0.105
5 C -0.088

(3)
Formula: C4H19NO8
Source: the OMol25 dataset
Level of theory: ωB97M-V/def2-TZVPD

## Properties
* F_max: 2.23 eV/A
* structure (SMILES): CN[C@@H](CO)C(=O)O.O.O.O.O.O
* energy: -820.461842 hartree
* E_HOMO: -9.797 eV
* energy relative to the best compared isomer or geometry (same formula, charge and spin): 33.71 kcal per mole
* HOMO-LUMO gap: 10.047 eV
* LUMO energy: 0.2 eV

```
! RIJCOSX wB97M-V def2-TZVPD def2/J DEFGRID3
* xyz 0 1
H -0.467 0.102 -0.982
C 1.141 1.103 2.412
H -3.581 1.999 1.078
H -0.939 -1.493 0.956
H 4.095 0.656 0.333
C 2.308 0.269 -0.176
H -3.513 -0.100 0.243
H -2.366 2.912 0.954
H 0.275 -1.323 -1.515
H 0.560 -3.180 1.663
N 0.363 0.546 1.291
H 0.448 1.670 3.018
H 1.367 -1.191 1.100
O 1.478 -3.313 1.936
C 0.022 -0.793 -0.606
H 1.016 -1.097 -3.886
O -3.130 2.731 1.506
C 1.095 -0.423 0.391
H 1.579 0.320 3.023
H -1.209 0.438 -3.010
H 1.876 1.827 2.057
O 3.344 0.155 0.679
O 1.013 -0.233 -3.482
H -2.709 0.048 -3.160
H 1.861 0.140 -3.245
O -0.955 -1.635 0.003
O 2.440 0.808 -1.244
O -3.782 0.052 -0.665
H 1.374 -3.182 2.889
O -2.099 0.790 -3.123
H -2.983 0.090 -1.157
H 0.077 1.309 0.714
*
```

Here are the Löwdin charges for atoms 1 to 5, given in e:
1 H 0.100
2 C -0.097
3 H 0.008
4 H 0.072
5 H 0.133

(4)
Formula: CH5N3S2
Source: the OMol25 dataset
Level of theory: ωB97M-V/def2-TZVPD

## Properties
* F_max: 5.50 eV/A
* structure (SMILES): NNC(=S)SN
* energy: -1001.654187 hartree
* E_HOMO: -8.490 eV
* energy relative to the best compared isomer or geometry (same formula, charge and spin): 39.58 kcal per mole
* HOMO-LUMO gap: 8.872 eV
* LUMO energy: 0.4 eV

```
! RIJCOSX wB97M-V def2-TZVPD def2/J DEFGRID3
* xyz 0 1
S -2.515 0.803 0.040
H 1.092 0.332 0.102
H 0.934 -2.701 -0.685
H 0.198 2.516 0.769
H 1.051 -2.357 0.983
C -1.207 -0.070 -0.077
N 0.450 2.076 -0.104
S -1.068 -1.822 0.065
H 0.172 2.593 -0.936
N 0.633 -2.114 0.071
N 0.260 0.744 -0.227
*
```

Here are the Löwdin charges for atoms 1 to 5, given in e:
1 S 0.639
2 H 0.050
3 H 0.018
4 H 0.073
5 H 0.048

(5)
Formula: C5H7N3O
Source: the OMol25 dataset
Level of theory: ωB97M-V/def2-TZVPD

## Properties
* F_max: 1.48 eV/A
* energy: -434.043509 hartree
* E_HOMO (spin up / spin down): -7.098 / -7.098 eV
* energy relative to the best compared isomer or geometry (same formula, charge and spin): 126.00 kcal per mole
* HOMO-LUMO gap (spin up / spin down): 5.890 / 5.891 eV
* LUMO energy (spin up / spin down): -1.2 / -1.2 eV

```
! RIJCOSX wB97M-V def2-TZVPD def2/J DEFGRID3
* xyz 0 1
N -1.163 -1.614 0.814
C -1.827 0.895 -0.704
N -0.513 0.584 -0.142
H -2.607 0.855 0.063
H -2.062 0.158 -1.470
N -0.089 1.464 0.904
H 0.041 2.394 0.519
H -1.798 1.891 -1.149
H 2.876 -2.275 -0.171
C 1.630 0.137 -0.577
C -0.351 -0.836 0.370
H 1.367 -2.966 0.701
C 1.866 -2.144 0.193
C 1.157 -1.019 0.043
H -0.792 1.499 1.644
O 2.264 0.978 -1.040
*
```

Here are the Löwdin charges for atoms 1 to 5, given in e:
1 N 0.093
2 C -0.076
3 N -0.265
4 H 0.078
5 H 0.084

(6)
Formula: C33H63BrClN4O10
Source: the OMol25 dataset
Level of theory: ωB97M-V/def2-TZVPD

## Properties
* F_max: 1.04 eV/A
* energy: -5300.554815 hartree
* E_HOMO: -10.908 eV
* HOMO-LUMO gap: 7.614 eV
* LUMO energy: -3.3 eV

```
! RIJCOSX wB97M-V def2-TZVPD def2/J DEFGRID3
* xyz 1 1
C -2.247 -0.421 -0.022
O 5.601 2.789 0.633
H 10.472 4.249 -1.377
H 1.159 1.183 0.327
C -3.474 -0.380 -1.014
O -2.259 2.450 2.719
H 0.972 -5.602 4.749
O -1.841 -4.673 5.228
H 6.798 2.855 2.292
H -0.774 -4.846 -1.285
H 0.402 -3.126 4.958
H -2.391 -8.022 -1.348
H -1.822 -6.152 -0.768
O 8.910 3.347 -2.247
C 0.243 -6.722 -1.140
C -4.321 2.135 -1.280
H -2.993 -2.702 1.508
H 1.654 0.271 -1.116
H -4.214 2.902 -2.044
C -1.441 -1.694 -0.335
N -4.886 6.688 -0.826
H 3.100 3.777 -0.297
O -1.405 -5.986 -2.800
H -2.039 1.734 -0.028
C 1.771 2.405 -1.290
H -0.236 -1.792 5.926
C -2.713 1.372 2.893
Br -2.362 0.345 4.471
H -7.502 3.348 -0.761
H 8.362 2.978 -5.470
H 4.096 1.524 -2.021
C -3.644 -1.830 1.518
H 1.055 -6.424 -1.802
H -6.011 1.321 -0.177
N -2.810 -0.596 1.383
H -6.340 1.636 -1.846
C -0.994 -5.900 -1.435
O 7.605 1.923 -3.269
H 7.491 1.967 0.937
H 5.359 0.891 -0.145
C 0.285 -5.910 5.536
H 3.116 2.190 0.395
H -4.432 0.238 2.415
H 0.475 -6.953 5.770
H -1.712 -8.968 -2.682
H 6.420 1.964 -1.066
C 5.499 1.923 -0.488
H 9.327 4.260 -4.740
H 7.559 4.360 -4.718
C -1.398 0.861 -0.034
C -2.441 -8.203 -2.419
C 9.856 4.422 -2.256
H -0.630 1.952 -1.698
H -2.308 -3.115 6.391
H -3.433 -8.577 -2.658
O -4.693 -0.675 -0.343
H -0.913 -3.994 6.973
C 6.890 2.837 1.207
C -1.126 -5.803 5.007
H -1.049 -2.292 4.429
C -0.388 1.018 -1.189
C 8.290 2.905 -3.357
C -3.657 0.877 -1.855
H 7.421 3.735 0.887
H 4.652 3.220 -1.960
C -6.435 3.375 -0.533
H -3.321 -1.197 -1.730
O -1.629 -6.663 4.346
H 1.945 2.316 -2.362
H 8.544 5.968 -3.026
C -5.812 2.033 -0.977
H -7.276 5.466 0.745
H -6.192 4.723 -2.061
H 0.063 -7.786 -1.294
H -5.639 -2.096 0.737
C 3.087 2.721 -0.557
H -0.500 0.252 -1.954
H -3.901 1.259 1.095
H -6.325 3.448 0.546
H -0.842 0.907 0.901
H -4.123 -1.822 2.493
H -3.805 2.558 -0.415
H -4.271 0.575 -2.706
H -4.390 -2.718 -0.318
O -0.331 -3.478 0.743
N -5.797 4.537 -1.150
H -2.701 1.158 -2.290
H -5.876 5.623 1.578
C -5.653 5.760 -0.429
O -2.612 -6.886 -4.389
C -2.183 -6.986 -3.277
H 1.075 3.232 -1.134
H -0.884 -1.542 -1.256
H 0.480 -5.319 6.428
H 9.930 6.566 -2.108
C -0.509 -2.306 0.695
C -4.643 -1.891 0.355
H 10.512 4.346 -3.124
C 9.182 5.775 -2.163
H -4.356 6.378 -1.638
H -2.122 -2.519 -0.539
C -0.513 -2.648 5.308
C 4.345 2.360 -1.367
Cl 0.271 -1.278 1.904
C -3.557 0.616 1.894
C 1.090 1.134 -0.759
C -1.393 -3.613 6.073
N -6.389 5.952 0.769
H -2.017 -0.716 2.024
C 8.410 3.684 -4.646
H 8.558 5.823 -1.271
H 0.559 -6.573 -0.108
*
```

Here are the Löwdin charges for atoms 1 to 5, given in e:
1 C -0.283
2 O -0.195
3 H 0.123
4 H 0.086
5 C -0.230